No. 1
The following is a quantum chemistry calculation of a 2-piece molecular cluster, C5H4F2N2O overall, from OMol25.

Last column: Mulliken charge in e.
Cartesian coordinates (Å):
F: 1.5832 1.5347 1.4281  -0.293
F: 1.1997 -0.6076 0.9701  -0.255
O: -0.4049 -1.3126 -1.7271  -0.384
N: -1.8727 0.5004 1.0738  -0.142
N: -1.6364 1.6396 1.2507  -0.288
C: -0.2613 -2.3912 -1.2395  -0.105
C: 0.5970 1.5206 -1.6632  0.097
C: 0.7002 0.6735 0.7765  1.138
C: 0.6572 1.0267 -0.5730  -0.911
C: -0.5403 0.7575 1.6361  -0.187
H: 0.6282 -3.0153 -1.2691  0.227
H: 0.5724 1.9158 -2.6931  0.391
H: -0.9467 -2.9916 -0.6635  0.254
H: -0.2755 0.7495 2.6931  0.457

The SMILES is C#CC(F)(F)C1N=N1.C=O. The electronic energy is -15706.787 eV. The HOMO energy comes out at -10.19 eV. As for the charge: 0.


No. 2
The following is a quantum chemistry calculation of one molecule with the formula C5H4F2S, from OMol25.

Last column: Mulliken charge in e.
Cartesian coordinates (Å):
S: 3.7484 -0.1307 0.0707  -0.214
F: -0.2287 1.9743 0.0395  -0.266
F: 0.9803 -1.3735 -0.0695  -0.257
C: -1.5396 0.1311 0.0078  -0.251
C: 2.3029 0.6147 -0.0692  -0.364
C: -1.9172 -1.1130 0.1105  -0.724
C: 1.0379 -0.0172 -0.0356  0.513
C: -0.1735 0.6261 -0.0298  0.422
H: 2.1980 1.7154 -0.0651  0.280
H: -1.2391 -1.9482 -0.0538  0.248
H: -2.2119 0.9633 -0.0542  0.353
H: -2.9575 -1.4422 0.1487  0.261

The SMILES is C=C/C(F)=C(\F)C=S. The electronic energy is -21517.758 eV. The HOMO energy comes out at -8.90 eV. As for the charge: 0.


No. 3
The following is a quantum chemistry calculation of a 2-piece molecular cluster, C5H4F3N2O2 overall, from OMol25.

Last column: Mulliken charge in e.
Cartesian coordinates (Å):
F: 1.1462 2.5858 -0.8664  -0.330
F: 0.6598 2.4679 1.1283  -0.331
F: 2.3678 1.3281 0.3699  -0.261
O: 2.0402 -2.3340 -1.3726  -0.495
O: 2.4358 -1.8361 0.8266  -0.532
N: 0.4027 -0.7381 -0.1714  0.508
N: -0.5702 -1.5419 -0.1830  -1.021
C: 0.1266 0.5393 -0.0733  -0.394
C: -1.4156 0.6117 0.2619  -0.511
C: -1.8334 -0.8142 -0.1694  -0.408
C: 1.0757 1.6098 0.1210  0.944
C: 2.0329 -1.8730 -0.3006  0.773
H: -1.4992 0.8857 1.2953  0.254
H: -2.3770 -0.7442 -1.1099  0.253
H: -2.4858 -1.4222 0.5472  0.252
H: -2.1065 1.2754 -0.3038  0.301

The electronic energy is -20477.771 eV. The HOMO energy comes out at -3.49 eV. As for the charge: -1.